No. 1
48
Properties=species:S:1:pos:R:3:lowdin_charge:R:1 method="wB97M-V/def2-TZVPD" total_charge=0 e_tot_ha=-1791.3320 largest_force_ev_per_a=0.99 homo_lumo_gap_ev=8.48 e_homo_ev=-8.528 de_lowest_kj_mol=13.54
Al -0.21 0.79 0.52 0.170
C 2.68 -0.24 -2.07 0.024
C 2.75 -0.07 -0.61 -0.308
N 1.71 0.00 0.21 0.150
C 2.20 0.02 1.48 -0.102
C 3.57 0.00 1.44 -0.042
N 3.89 -0.06 0.11 0.215
C 4.62 0.10 2.49 -0.487
O 4.22 0.02 3.73 0.149
O 5.77 0.25 2.16 0.115
C 1.22 0.04 2.59 -0.487
O 1.59 -0.06 3.75 0.107
O 0.01 0.18 2.18 0.035
H 1.64 -0.27 -2.39 0.091
H 3.16 -1.19 -2.34 0.095
H 3.21 0.56 -2.59 0.079
H 4.84 -0.08 -0.24 0.186
H 3.22 -0.06 3.85 0.083
C -3.49 0.09 -0.32 -0.051
C -2.06 0.29 0.04 -0.233
O -1.19 -0.32 -0.70 -0.020
H -3.65 -0.78 -0.95 0.084
H -3.77 0.99 -0.87 0.089
H -4.10 0.04 0.58 0.079
C -2.75 4.03 -3.28 -0.093
C -1.81 3.01 -3.37 -0.086
C -0.92 2.81 -2.33 -0.141
C -0.93 3.61 -1.19 -0.340
C -1.89 4.61 -1.12 -0.106
C -2.80 4.81 -2.14 -0.090
Si 0.24 3.16 0.24 0.742
C 2.02 3.67 -0.24 -0.319
C 2.59 3.23 -1.42 -0.133
C 3.90 3.55 -1.77 -0.098
C 4.67 4.31 -0.91 -0.091
C 4.13 4.74 0.29 -0.087
C 2.82 4.43 0.61 -0.113
H -3.45 4.19 -4.09 0.100
H -1.78 2.37 -4.24 0.103
H -0.20 2.00 -2.40 0.080
H -1.92 5.24 -0.24 0.095
H -3.56 5.58 -2.05 0.102
H -0.05 4.12 1.33 -0.018
H 2.00 2.63 -2.10 0.079
H 4.30 3.20 -2.71 0.100
H 5.69 4.56 -1.17 0.101
H 4.73 5.32 0.97 0.103
H 2.41 4.80 1.55 0.092

No. 2
39
Properties=species:S:1:pos:R:3:lowdin_charge:R:1 method="wB97M-V/def2-TZVPD" total_charge=+1 e_tot_ha=-1184.4562 largest_force_ev_per_a=4.81 homo_lumo_gap_ev=9.43 e_homo_ev=-11.955
C 1.52 2.41 0.39 -0.151
C 2.37 1.35 1.03 -0.277
C 2.19 0.97 2.51 -0.587
S 1.22 -0.48 3.10 0.674
N 0.38 1.73 -0.32 0.153
H 1.28 3.25 1.07 0.140
H 2.19 2.90 -0.37 0.143
H 3.49 1.63 1.01 0.140
H 2.51 0.31 0.56 0.121
H 1.67 1.86 2.98 0.075
H 3.11 1.10 3.11 0.075
H 2.24 -1.46 3.03 -0.099
H 0.71 0.81 -0.84 0.145
H -0.28 1.33 0.36 0.098
H -0.13 2.39 -0.92 0.149
H 0.05 -2.15 -1.99 0.060
H 0.57 -2.24 -3.55 0.018
O 0.26 -1.63 -2.95 -0.117
H -2.34 0.82 0.73 -0.033
H -1.72 -0.68 0.33 0.082
O -1.76 0.12 0.93 -0.095
H -0.07 0.00 -2.48 -0.013
H -0.60 1.14 -3.46 0.021
O -0.38 0.90 -2.61 -0.041
H -3.08 -3.23 -0.31 0.133
H -2.40 -2.77 0.92 0.018
O -2.22 -2.76 -0.03 -0.085
H -0.53 -3.02 -0.38 0.009
H 0.46 -3.77 -1.17 0.071
O 0.30 -2.92 -0.82 0.038
H -3.47 1.85 -0.76 0.028
H -3.71 2.65 0.36 0.048
O -3.03 2.17 -0.04 0.049
H -1.71 -1.42 2.81 0.038
H -2.91 -0.64 2.05 0.139
O -2.60 -1.64 2.40 -0.174
H 1.56 -0.83 -2.03 -0.022
H 2.77 0.01 -2.63 0.055
O 2.08 -0.05 -2.01 -0.026

No. 3
78
Properties=species:S:1:pos:R:3:lowdin_charge:R:1 method="wB97M-V/def2-TZVPD" total_charge=-1 e_tot_ha=-6143.9876 largest_force_ev_per_a=1.28 homo_lumo_gap_ev=6.15 e_homo_ev=-4.354 de_lowest_kj_mol=0.00
Pt -0.25 -0.04 -0.07 0.840
C -4.08 5.40 0.35 -0.047
C -2.84 4.55 0.33 -0.251
C -1.58 5.16 -0.13 -0.027
C -0.43 4.48 -0.15 -0.020
C -0.36 3.08 0.31 -0.201
N 0.68 2.38 0.34 0.119
C 1.97 2.64 -0.06 -0.212
C 2.78 3.51 0.66 -0.014
C 4.13 3.66 0.38 -0.049
C 4.72 2.92 -0.63 -0.280
C 6.20 3.01 -0.91 -0.058
C 3.92 2.04 -1.36 0.016
C 2.56 1.90 -1.11 -0.105
N 1.85 1.05 -2.01 -0.086
C 2.20 0.96 -3.32 -0.119
C 1.58 -0.13 -3.87 -0.038
C 0.85 -0.69 -2.81 -0.132
N 1.03 0.00 -1.70 -0.106
C -1.69 2.33 0.56 -0.381
C -2.86 3.26 0.68 -0.005
N -1.64 1.51 1.82 -0.040
C -2.05 1.76 3.08 -0.064
C -1.82 0.63 3.82 -0.049
C -1.25 -0.29 2.93 -0.135
N -1.15 0.26 1.73 -0.115
H -3.85 6.45 0.21 0.068
H -4.61 5.30 1.30 0.079
H -4.76 5.10 -0.44 0.084
H -1.61 6.19 -0.46 0.106
H 0.49 4.95 -0.48 0.109
H 2.33 4.05 1.48 0.117
H 4.72 4.34 0.97 0.109
H 6.59 4.00 -0.64 0.072
H 6.42 2.84 -1.96 0.073
H 6.75 2.27 -0.33 0.082
H 4.37 1.43 -2.13 0.119
H 2.85 1.69 -3.75 0.125
H 1.62 -0.46 -4.89 0.100
H 0.17 -1.52 -2.80 0.083
H -3.79 2.80 1.00 0.087
H -2.47 2.72 3.34 0.121
H -2.04 0.47 4.86 0.089
H -0.90 -1.30 3.07 0.086
F -3.09 -1.34 -3.25 0.104
C -3.51 -2.51 -2.72 -0.643
F -4.82 -2.38 -2.47 0.102
F -3.37 -3.44 -3.67 0.105
S -2.55 -2.94 -1.19 0.432
O -2.66 -4.38 -1.11 -0.317
O -1.23 -2.45 -1.54 -0.397
O -3.22 -2.20 -0.15 -0.349
Cl -4.68 0.59 -0.03 0.760
C -4.02 1.21 -1.51 -0.566
C -4.87 1.32 -2.59 -0.122
C -4.39 1.79 -3.80 -0.095
C -3.06 2.16 -3.91 -0.124
C -2.23 2.06 -2.80 -0.545
Cl -0.58 2.58 -2.99 0.787
C -2.65 1.56 -1.56 -0.349
N -1.80 1.36 -0.49 -0.100
H -5.90 1.01 -2.48 0.101
H -5.04 1.86 -4.66 0.100
H -2.66 2.54 -4.84 0.095
C 0.61 -4.83 0.72 -0.222
Si 1.76 -3.52 0.04 0.096
C 3.52 -3.93 0.57 -0.257
C 1.72 -3.67 -1.82 -0.212
Se 1.34 -1.55 1.07 0.309
H 0.94 -5.84 0.45 0.025
H -0.40 -4.68 0.33 0.013
H 0.57 -4.77 1.81 0.020
H 3.79 -4.95 0.27 0.020
H 3.64 -3.85 1.65 0.015
H 4.23 -3.24 0.10 0.017
H 1.94 -4.72 -2.06 0.032
H 2.49 -3.05 -2.30 0.023
H 0.74 -3.43 -2.22 -0.003

No. 4
59
Properties=species:S:1:pos:R:3:lowdin_charge:R:1 method="wB97M-V/def2-TZVPD" total_charge=+1 e_tot_ha=-1042.1709 largest_force_ev_per_a=18.12 homo_lumo_gap_ev=9.51 e_homo_ev=-11.452
C -4.00 -3.60 0.46 -0.028
C -2.98 -2.43 0.43 -0.275
C -1.80 -2.36 1.14 -0.112
C -1.09 -1.37 1.18 -0.120
C -1.45 -0.35 0.37 -0.095
C -2.72 -0.19 -0.17 -0.013
C -3.54 -1.38 -0.08 -0.019
H -4.39 -1.23 -0.93 0.162
C -3.15 1.19 -1.06 -0.538
C -1.98 1.52 -1.98 -0.014
H -2.43 2.59 -2.57 0.183
H -1.88 0.83 -2.73 0.051
H -1.09 1.71 -1.58 -0.019
C -4.38 1.07 -1.69 -0.114
H -4.33 0.19 -2.61 0.177
H -4.72 1.88 -2.10 0.021
H -5.19 0.58 -1.01 0.128
C -3.34 2.23 0.14 -0.002
H -3.55 3.29 -0.50 0.152
H -2.41 2.58 0.70 0.078
H -4.09 1.99 0.71 0.009
O -0.70 1.00 0.70 -0.176
C -0.20 1.47 1.88 -0.294
C 0.53 2.71 1.86 -0.004
H 0.03 3.53 0.81 0.238
H 0.80 3.12 2.67 0.042
O 1.91 2.28 1.17 -0.244
C 2.18 2.99 -0.20 -0.035
C 1.84 1.58 -0.99 -0.091
N 2.53 0.39 -0.37 -0.067
H 2.30 0.72 0.52 0.080
C 1.81 -0.87 -0.96 0.046
C 2.43 -1.95 0.05 -0.164
N 3.81 -2.24 -0.07 -0.254
C 4.43 -0.93 0.28 -0.052
C 4.00 0.51 -0.55 0.012
H 4.46 1.25 -0.44 0.018
H 4.19 0.16 -1.37 0.035
H 5.53 -0.91 0.16 0.117
H 4.16 -0.51 1.42 0.177
C 4.42 -2.86 -1.06 -0.100
H 3.74 -3.69 -1.05 0.103
H 4.06 -2.29 -2.14 0.153
H 5.36 -3.07 -1.08 0.040
H 1.83 -2.86 -0.36 0.166
H 2.29 -1.87 1.06 0.092
H 0.85 -0.87 -0.66 0.069
H 2.19 -1.16 -1.86 0.094
H 2.41 1.87 -2.18 0.214
H 0.72 1.52 -1.17 0.104
H 1.53 3.71 -0.53 0.071
H 3.21 3.21 -0.26 0.091
H 0.63 0.68 2.24 0.163
H -1.00 1.45 2.55 0.124
H -0.12 -1.44 1.90 0.186
H -1.63 -3.24 1.92 0.182
H -4.42 -3.83 -0.71 0.156
H -3.64 -4.49 0.80 0.019
H -4.90 -3.32 1.02 0.080

No. 5
23
Properties=species:S:1:pos:R:3:lowdin_charge:R:1 method="wB97M-V/def2-TZVPD" total_charge=0 e_tot_ha=-404.6969 largest_force_ev_per_a=2.55 homo_lumo_gap_ev=9.79 e_homo_ev=-9.051 de_lowest_kj_mol=152.79 smiles=C[C@H](CO)N(C)C.O
C -0.90 -0.24 1.92 -0.057
C -0.06 0.38 0.80 -0.382
C -0.85 1.59 0.22 -0.207
O -0.03 2.70 -0.17 -0.072
N 0.48 -0.52 -0.19 -0.280
C 1.55 -1.42 0.26 -0.064
C -0.55 -1.24 -0.99 -0.076
H -1.41 -1.13 1.52 0.076
H -1.66 0.43 2.35 0.078
H -0.32 -0.61 2.78 0.079
H 0.83 0.81 1.32 0.155
H -1.40 2.07 1.03 0.113
H -1.52 1.36 -0.61 0.117
H 0.39 2.50 -1.01 0.045
H 2.40 -0.80 0.55 0.087
H 1.92 -1.88 -0.67 0.097
H 1.28 -2.05 1.11 0.083
H -0.71 -2.19 -0.48 0.082
H -1.52 -0.80 -0.75 0.083
H -0.35 -1.35 -2.04 0.080
O 1.04 1.11 -2.48 -0.069
H 1.03 0.69 -1.58 0.008
H 0.34 0.59 -2.88 0.027

No. 6
67
Properties=species:S:1:pos:R:3:lowdin_charge:R:1 method="wB97M-V/def2-TZVPD" total_charge=-2 e_tot_ha=-2381.3839 largest_force_ev_per_a=1.02 homo_lumo_gap_ev=6.25 e_homo_ev=-1.625 de_lowest_kj_mol=139.47
Pt 1.06 0.14 0.22 0.871
O 1.43 2.06 3.95 -0.173
P 2.18 0.90 3.16 0.180
O 3.28 0.32 3.95 -0.321
O 1.15 -0.05 2.54 -0.416
O 2.80 1.72 1.86 -0.319
P 2.27 3.06 1.13 0.163
O 3.62 3.60 0.44 -0.138
O 1.82 4.02 2.19 -0.328
O 1.33 2.68 0.03 -0.363
H 1.45 2.92 3.46 0.015
H 4.20 3.93 1.13 0.060
C 2.82 0.88 -2.72 -0.074
C 3.30 -0.28 -1.91 -0.402
C 4.52 -0.90 -1.98 -0.113
C 4.50 -1.96 -1.02 -0.112
C 3.27 -1.93 -0.42 -0.402
C 2.73 -2.83 0.64 -0.071
N 2.50 -0.92 -0.97 -0.069
H 3.67 1.34 -3.24 0.067
H 2.35 1.64 -2.10 0.048
H 2.10 0.57 -3.48 0.057
H 5.35 -0.61 -2.61 0.071
H 5.31 -2.63 -0.76 0.072
H 3.53 -3.46 1.03 0.067
H 1.94 -3.48 0.25 0.055
H 2.31 -2.27 1.48 0.055
C -3.02 -0.09 -2.32 -0.106
C -1.54 -0.26 -1.95 -0.608
C -0.72 0.81 -2.70 -0.113
C -1.05 -1.60 -2.52 -0.113
Si -1.16 -0.12 -0.06 0.662
C -2.09 1.41 0.68 -0.588
C -1.44 1.82 2.02 -0.106
C -3.58 1.16 0.93 -0.109
C -1.95 2.65 -0.21 -0.112
C -1.73 -1.74 0.84 -0.597
C -1.72 -1.54 2.37 -0.110
C -3.12 -2.25 0.43 -0.109
C -0.71 -2.87 0.58 -0.120
H -3.13 -0.26 -3.40 0.075
H -3.39 0.91 -2.11 0.056
H -3.66 -0.80 -1.80 0.056
H -0.88 0.71 -3.78 0.082
H 0.34 0.69 -2.50 0.021
H -0.98 1.83 -2.41 0.060
H -1.13 -1.58 -3.61 0.075
H -1.66 -2.45 -2.17 0.054
H -0.01 -1.80 -2.26 0.072
H -1.37 1.02 2.75 0.057
H -2.03 2.64 2.46 0.085
H -0.43 2.20 1.86 0.042
H -3.75 0.41 1.71 0.055
H -4.12 0.84 0.03 0.058
H -4.04 2.09 1.27 0.076
H -0.90 2.89 -0.41 0.055
H -2.39 3.51 0.32 0.080
H -2.48 2.56 -1.16 0.053
H -2.50 -0.86 2.70 0.057
H -0.76 -1.16 2.73 0.054
H -1.91 -2.51 2.85 0.076
H -3.90 -1.50 0.56 0.056
H -3.38 -3.11 1.05 0.075
H -3.15 -2.58 -0.61 0.056
H 0.30 -2.55 0.83 0.022
H -0.70 -3.22 -0.45 0.060
H -0.96 -3.73 1.22 0.081

What did the third record say?
78
Properties=species:S:1:pos:R:3:lowdin_charge:R:1 method="wB97M-V/def2-TZVPD" total_charge=-1 e_tot_ha=-6143.9876 largest_force_ev_per_a=1.28 homo_lumo_gap_ev=6.15 e_homo_ev=-4.354 de_lowest_kj_mol=0.00
Pt -0.25 -0.04 -0.07 0.840
C -4.08 5.40 0.35 -0.047
C -2.84 4.55 0.33 -0.251
C -1.58 5.16 -0.13 -0.027
C -0.43 4.48 -0.15 -0.020
C -0.36 3.08 0.31 -0.201
N 0.68 2.38 0.34 0.119
C 1.97 2.64 -0.06 -0.212
C 2.78 3.51 0.66 -0.014
C 4.13 3.66 0.38 -0.049
C 4.72 2.92 -0.63 -0.280
C 6.20 3.01 -0.91 -0.058
C 3.92 2.04 -1.36 0.016
C 2.56 1.90 -1.11 -0.105
N 1.85 1.05 -2.01 -0.086
C 2.20 0.96 -3.32 -0.119
C 1.58 -0.13 -3.87 -0.038
C 0.85 -0.69 -2.81 -0.132
N 1.03 0.00 -1.70 -0.106
C -1.69 2.33 0.56 -0.381
C -2.86 3.26 0.68 -0.005
N -1.64 1.51 1.82 -0.040
C -2.05 1.76 3.08 -0.064
C -1.82 0.63 3.82 -0.049
C -1.25 -0.29 2.93 -0.135
N -1.15 0.26 1.73 -0.115
H -3.85 6.45 0.21 0.068
H -4.61 5.30 1.30 0.079
H -4.76 5.10 -0.44 0.084
H -1.61 6.19 -0.46 0.106
H 0.49 4.95 -0.48 0.109
H 2.33 4.05 1.48 0.117
H 4.72 4.34 0.97 0.109
H 6.59 4.00 -0.64 0.072
H 6.42 2.84 -1.96 0.073
H 6.75 2.27 -0.33 0.082
H 4.37 1.43 -2.13 0.119
H 2.85 1.69 -3.75 0.125
H 1.62 -0.46 -4.89 0.100
H 0.17 -1.52 -2.80 0.083
H -3.79 2.80 1.00 0.087
H -2.47 2.72 3.34 0.121
H -2.04 0.47 4.86 0.089
H -0.90 -1.30 3.07 0.086
F -3.09 -1.34 -3.25 0.104
C -3.51 -2.51 -2.72 -0.643
F -4.82 -2.38 -2.47 0.102
F -3.37 -3.44 -3.67 0.105
S -2.55 -2.94 -1.19 0.432
O -2.66 -4.38 -1.11 -0.317
O -1.23 -2.45 -1.54 -0.397
O -3.22 -2.20 -0.15 -0.349
Cl -4.68 0.59 -0.03 0.760
C -4.02 1.21 -1.51 -0.566
C -4.87 1.32 -2.59 -0.122
C -4.39 1.79 -3.80 -0.095
C -3.06 2.16 -3.91 -0.124
C -2.23 2.06 -2.80 -0.545
Cl -0.58 2.58 -2.99 0.787
C -2.65 1.56 -1.56 -0.349
N -1.80 1.36 -0.49 -0.100
H -5.90 1.01 -2.48 0.101
H -5.04 1.86 -4.66 0.100
H -2.66 2.54 -4.84 0.095
C 0.61 -4.83 0.72 -0.222
Si 1.76 -3.52 0.04 0.096
C 3.52 -3.93 0.57 -0.257
C 1.72 -3.67 -1.82 -0.212
Se 1.34 -1.55 1.07 0.309
H 0.94 -5.84 0.45 0.025
H -0.40 -4.68 0.33 0.013
H 0.57 -4.77 1.81 0.020
H 3.79 -4.95 0.27 0.020
H 3.64 -3.85 1.65 0.015
H 4.23 -3.24 0.10 0.017
H 1.94 -4.72 -2.06 0.032
H 2.49 -3.05 -2.30 0.023
H 0.74 -3.43 -2.22 -0.003